[1]
Computed, not measured: a cluster of 11 separate species, C21H37BrCl20O6S2 in total, with ωB97M-V with the def2-TZVPD basis set.

The geometry in XYZ format:
```
87
Properties=species:S:1:pos:R:3:forces:R:3
O 0.84812 0.71472 0.87188 0.32 0.05 0.12
C 0.56533 1.27685 -0.14482 -0.38 -0.06 0.09
O 0.36348 2.64053 -0.17779 -0.03 -0.22 -0.36
C 0.36592 0.59234 -1.46882 0.56 -0.24 0.12
C 0.38325 -0.93129 -1.37017 0.35 0.30 0.75
C -0.73159 -1.53781 -0.51377 -0.13 -0.26 -1.01
C -2.19256 -1.17994 -0.92933 0.17 -0.91 0.28
Br -2.35799 -0.94547 -2.86624 -0.10 0.23 0.28
C -3.08654 -2.37503 -0.53118 -0.19 0.44 -0.06
C -4.61227 -2.13503 -0.58832 -0.12 -0.13 0.29
S -5.34025 -3.07370 -1.97852 -0.05 -0.03 -0.19
C -5.01982 -0.65909 -0.58602 0.39 -0.60 0.57
C -6.47623 -0.48394 -0.18388 -1.03 0.44 -1.49
C -7.29195 0.24736 -1.27510 1.06 1.57 0.59
C -6.63468 1.44183 -1.90264 -0.66 -2.03 -0.96
O -6.79731 0.12810 -2.57538 0.23 -0.17 0.19
O -4.21303 -0.03949 0.47396 0.60 -0.16 -0.36
S -2.73819 0.30224 -0.00925 0.27 1.72 0.31
O -1.96322 0.47790 1.18447 -0.32 -0.76 0.06
O -2.75496 1.45852 -0.86649 -0.38 -0.51 -0.28
H -0.50433 2.82334 0.21351 -0.03 0.17 0.19
H 1.20973 0.89055 -2.09199 -0.06 0.15 -0.05
H -0.52099 1.00383 -1.94424 -0.02 -0.05 0.00
H 1.32728 -1.20092 -0.88352 -0.10 -0.08 0.02
H 0.43763 -1.37732 -2.36191 -0.31 0.05 -0.03
H -0.57108 -1.35685 0.54741 -0.14 0.22 -0.05
H -0.67997 -2.62117 -0.65174 0.04 0.00 0.09
H -2.84720 -3.20077 -1.20189 0.21 0.03 0.08
H -2.77416 -2.67048 0.47417 -0.17 0.04 0.03
H -5.02523 -2.56561 0.32649 -0.03 0.05 -0.03
H -6.30138 -2.21995 -2.37825 0.22 0.07 0.15
H -4.72101 -0.19038 -1.52299 -0.43 0.00 -0.12
H -6.58452 0.10186 0.72656 0.17 -0.28 0.21
H -6.95897 -1.45951 -0.10568 0.18 -0.04 0.49
H -8.36506 0.30150 -1.11813 -0.04 -0.33 -0.20
H -5.60898 1.64376 -1.61955 -0.04 0.38 -0.13
H -7.19984 2.08561 -2.56015 0.03 0.81 0.77
Cl 1.22004 -0.43494 5.36761 -0.01 -0.02 0.06
C 0.66924 -0.52002 3.68443 -0.06 0.18 -0.09
Cl 0.93545 -2.11123 2.97040 -0.06 0.13 0.06
H -0.39264 -0.29957 3.66018 -0.01 -0.06 0.06
H 1.21693 0.20962 3.10004 0.05 -0.05 0.00
Cl 4.13170 3.45996 5.44654 0.00 0.03 0.07
C 4.00112 1.97920 4.48398 0.07 -0.09 0.00
Cl 3.78979 2.33788 2.76453 -0.03 -0.06 -0.02
H 4.91290 1.40215 4.60817 -0.23 0.30 -0.07
H 3.14397 1.41332 4.82808 -0.07 0.09 0.02
Cl 8.09662 4.52339 2.97100 0.00 -0.05 0.07
C 6.99183 5.74149 3.62784 -0.09 0.01 0.07
Cl 6.53829 6.93254 2.40481 -0.02 0.02 0.04
H 6.09494 5.24615 3.98194 -0.01 -0.07 -0.10
H 7.48574 6.25270 4.44552 0.09 0.02 -0.07
Cl 3.83757 -4.47418 2.54516 0.01 -0.04 0.00
C 2.55811 -5.48488 1.86465 0.06 -0.06 0.03
Cl 1.38630 -4.53387 0.93674 -0.02 -0.19 -0.16
H 3.00818 -6.21465 1.20082 -0.09 0.21 0.08
H 2.03584 -5.97978 2.67560 -0.03 0.10 0.03
Cl 0.56860 2.65943 -3.93423 0.01 0.24 -0.29
C -0.58582 3.76878 -3.18110 -0.04 -0.03 0.15
Cl -1.12643 5.02179 -4.30731 -0.05 0.02 0.01
H -1.45018 3.19995 -2.85342 0.00 -0.02 -0.07
H -0.10433 4.24047 -2.33347 0.06 0.00 -0.04
Cl 3.84227 -8.03244 -0.19272 0.14 -0.20 -0.12
C 2.55637 -9.04580 -0.86060 -0.01 -0.08 0.01
Cl 1.36966 -8.09128 -1.75692 -0.03 -0.05 0.04
H 3.00077 -9.77056 -1.53206 0.03 0.08 -0.05
H 2.05014 -9.54766 -0.04468 -0.02 0.08 0.03
Cl -0.60398 -4.34931 -2.75710 0.06 -0.05 0.02
C 0.28320 -5.33317 -3.93146 0.06 -0.04 -0.04
Cl -0.48511 -5.30260 -5.52048 0.03 -0.02 -0.01
H 1.28885 -4.93997 -4.02136 -0.04 0.07 0.00
H 0.31004 -6.35585 -3.57742 -0.10 0.02 -0.02
Cl -1.82640 3.99694 2.04877 0.01 -0.04 -0.09
C -0.82375 2.89332 3.00722 0.19 -0.13 0.09
Cl -1.38527 2.77622 4.68051 0.03 -0.03 -0.04
H -0.87200 1.91000 2.55411 -0.09 0.04 -0.01
H 0.19628 3.26161 3.00558 -0.04 0.09 0.02
Cl -1.60363 8.22898 -6.22653 -0.01 -0.04 0.03
C -0.07616 8.39611 -5.35170 0.03 -0.05 0.06
Cl 0.99436 9.57885 -6.11385 0.02 0.00 0.03
H -0.29122 8.72313 -4.34145 -0.03 0.06 -0.03
H 0.42125 7.43366 -5.33878 -0.01 0.01 -0.08
Cl 7.72280 -1.24132 2.12921 0.03 0.02 0.00
C 7.83049 -0.04709 3.42420 0.07 0.09 -0.08
Cl 6.53891 -0.25632 4.61796 0.26 -0.23 0.06
H 8.78370 -0.16087 3.92626 -0.04 -0.07 0.03
H 7.74376 0.94429 2.99388 -0.08 -0.02 -0.01
```
Forces are in eV/Å.

Properties
HOMO = -9.44 eV
Total energy = -376822.5258 eV
Total charge = 0
LUMO energy = 0.2 eV
Largest force on an atom = 2.338 eV/A
SMILES = O=C(O)CCC[C@@]1(Br)C[C@H](S)[C@@H](C[C@H]2CO2)OS1(=O)=O.ClCCl.ClCCl.ClCCl.ClCCl.ClCCl.ClCCl.ClCCl.ClCCl.ClCCl.ClCCl

---

[2]
Computed, not measured: a structure of composition C21H37N4NbO2, with ωB97M-V with the def2-TZVPD basis set.

The geometry in XYZ format:
```
65
Properties=species:S:1:pos:R:3:forces:R:3
Nb 0.62412 0.18518 -0.07721 0.12 -0.16 0.97
N 1.19166 1.77608 1.04382 -0.76 -1.30 0.36
N 1.80815 -1.31807 0.53356 -0.09 1.12 -0.16
N -0.79422 1.02229 -1.59663 0.65 -0.53 0.35
N -0.07107 -1.06354 -1.81818 0.02 0.61 0.66
H 2.80729 0.68291 1.85799 -0.04 0.28 0.01
C 2.37428 1.68980 1.89451 -0.15 0.06 -0.07
H 2.08023 1.91308 2.93200 0.19 -0.06 -0.11
H 3.14014 2.41879 1.58780 -0.06 -0.08 0.05
H 0.98647 3.87677 0.89203 -0.09 -0.10 0.16
C 0.44299 2.99806 1.28143 0.09 0.08 -0.29
H 0.29235 3.12065 2.36637 -0.06 0.11 -0.26
H -0.54024 2.95185 0.80250 0.18 0.03 0.12
C 2.95562 -1.84892 -0.18110 -0.07 -0.11 -0.13
H 2.77487 -2.89875 -0.46171 0.20 0.10 0.08
H 3.15347 -1.27585 -1.08997 -0.06 -0.22 0.26
H 3.85120 -1.79088 0.45887 -0.16 -0.13 -0.13
H 1.36021 -3.05205 1.65510 0.16 0.10 0.11
C 1.62474 -1.99537 1.81820 -0.29 0.05 -0.05
H 2.55261 -1.93784 2.40837 -0.14 -0.09 -0.15
H 0.81679 -1.53049 2.39214 0.28 -0.12 -0.16
C -1.35306 2.31593 -2.00606 0.30 -0.38 0.20
H -0.59880 3.06833 -1.72144 -0.12 -0.08 -0.18
C -2.62804 2.60425 -1.22799 -0.29 0.22 0.04
H -2.50810 2.44482 -0.15140 0.02 0.03 -0.32
H -2.93867 3.64330 -1.41030 0.01 -0.22 0.05
H -3.43202 1.94191 -1.57732 0.13 0.10 0.09
C -1.60378 2.37694 -3.49980 -0.01 0.40 -0.18
H -1.95896 3.38007 -3.75744 -0.03 -0.15 -0.02
H -0.69214 2.18788 -4.07325 -0.19 -0.06 0.04
H -2.38093 1.65967 -3.78444 0.08 0.11 -0.05
H 0.08623 -3.37269 -4.31031 -0.10 0.14 0.00
C -0.20354 -2.40453 -3.88705 0.12 -0.36 -0.13
H -1.29635 -2.33125 -3.91799 0.12 0.00 -0.06
H 0.24219 -1.62296 -4.51149 -0.14 -0.06 0.10
C 0.29983 -2.32215 -2.45776 0.10 0.57 0.19
H 1.40336 -2.35558 -2.47048 -0.25 -0.01 -0.10
C -0.19067 -3.46748 -1.58688 -0.16 -0.38 -0.07
H 0.19876 -3.39467 -0.56266 -0.10 0.10 -0.25
H -1.28927 -3.46518 -1.54384 0.25 0.01 0.04
H 0.13390 -4.42655 -2.01130 -0.06 0.13 0.11
H -1.04709 -0.05452 -3.43167 0.12 -0.01 0.58
C -0.69136 -0.04415 -2.38468 0.09 0.04 -0.21
C 2.24079 1.05693 -1.35360 -0.53 -0.38 -0.10
H 1.80740 2.07132 -1.28848 0.75 -0.20 -0.43
H 3.07331 0.90749 -0.65278 0.04 0.30 -0.31
C 2.39860 0.51335 -2.70089 -0.24 1.25 -0.78
H 3.02134 -0.37779 -2.82258 -0.47 0.02 -0.14
C 1.81866 1.11067 -3.77252 1.12 -0.41 0.23
H 1.45706 2.13733 -3.68043 -0.23 -0.42 0.03
H 1.89965 0.69512 -4.77813 -0.03 0.10 0.25
O -2.23966 1.32167 1.69028 0.72 -1.10 0.30
C -1.69316 0.27099 2.02170 -0.32 0.34 -0.47
O -0.82670 -0.39187 1.27351 -0.62 0.43 -0.23
C -1.95554 -0.34457 3.36417 0.08 0.02 0.35
C -1.62723 -1.66988 3.69534 -0.13 0.32 0.01
C -1.80502 -2.11541 5.00497 -0.09 0.32 0.13
C -2.29868 -1.23992 5.98481 -0.18 0.08 -0.36
C -2.66721 0.06903 5.64088 0.22 -0.40 -0.09
C -2.48825 0.50964 4.33263 -0.11 -0.10 0.20
H -1.25570 -2.34843 2.92604 -0.06 0.26 0.21
H -1.55345 -3.14427 5.26700 -0.08 0.30 -0.05
H -2.43789 -1.59113 7.00614 0.07 0.07 -0.21
H -3.08566 0.74935 6.38185 0.13 -0.23 -0.10
H -2.76577 1.52532 4.04577 0.14 -0.34 0.03
```
Forces are in eV/Å.

Properties
HOMO = -7.62 eV
Total energy = -33983.3788 eV
Total charge = 0
LUMO energy = -0.1 eV
Largest force on an atom = 1.546 eV/A

---

[3]
Computed, not measured: a cluster of 4 separate species, C21H38F3N8O8P2 in total, with ωB97M-V with the def2-TZVPD basis set.

The geometry in XYZ format:
```
80
Properties=species:S:1:pos:R:3:forces:R:3
C 1.54751 1.45601 5.05437 -0.88 -0.09 -0.70
C 1.71928 0.11455 4.11135 -3.61 -5.38 5.28
O 1.32179 -1.05445 4.68754 3.01 7.55 -4.31
N 2.31952 0.04150 2.74038 2.28 -2.08 3.61
C 3.77565 0.31961 3.13838 5.17 3.93 1.51
C 4.83125 -0.95176 3.40914 -0.51 1.03 -0.57
O 4.30186 1.52458 3.36848 -4.47 -6.69 -2.04
N 1.80951 0.83148 1.76780 -1.36 4.94 -2.01
C 0.28215 1.05591 1.79663 -3.73 0.48 0.92
C -0.60705 -0.31812 1.78783 -0.48 -1.56 0.94
C -2.25704 -0.04803 1.73285 -0.07 0.42 0.10
C -2.93479 -0.42691 0.29112 -1.26 1.63 0.37
C -4.58808 -0.27465 0.49554 -3.77 -0.61 4.02
O -5.22590 -0.48009 1.65006 4.29 1.28 -7.48
O -5.40695 0.16525 -0.67459 3.84 -0.64 2.36
C -0.19770 2.19703 0.66800 0.12 1.24 0.81
C -0.42625 3.67974 1.41977 0.11 0.94 -1.65
F -1.59448 3.63052 2.34498 4.29 0.48 -2.86
F 0.84097 4.10046 2.06084 -4.18 -1.14 -1.33
F -0.68983 4.66889 0.31510 0.65 -3.15 4.23
O 0.85742 2.44839 -0.31255 -1.58 -2.76 0.68
C 1.33083 1.12237 -0.84255 3.34 1.06 -1.28
P -0.01804 0.06705 -1.58076 -4.99 0.01 0.06
O 0.14110 -1.63184 -1.53007 0.09 1.56 -0.50
O -0.45861 0.58553 -3.20882 2.41 -2.71 1.55
C 2.31980 0.53011 0.32949 1.88 -0.87 -1.89
C 2.77781 -1.02761 0.15235 -0.68 -0.75 1.64
C 3.47185 -1.49373 -1.23313 1.68 -2.19 -0.48
N 2.99736 -1.02792 -2.52982 -0.52 0.40 0.52
N 5.00241 -1.28294 -1.18024 -1.61 0.82 0.37
N 3.35780 -3.03801 -1.25474 -0.54 1.39 0.76
P 3.90363 1.65163 0.06004 2.69 0.24 -3.52
O 4.44598 1.70189 -1.40831 -2.29 -0.07 3.64
H 1.79103 2.46564 4.50895 -0.13 -2.07 1.06
H 0.39174 1.50248 5.33916 2.54 -0.31 -0.55
H 2.16462 1.30322 6.03859 -1.12 0.29 -2.10
H 4.45356 -1.94887 2.91886 0.73 2.01 1.25
H 4.99613 -1.00698 4.56804 -0.47 -0.06 -2.29
H 5.85692 -0.58029 2.92459 -2.37 -0.85 1.05
H 2.17798 1.81974 1.92639 -0.54 -0.71 -0.13
H -0.06707 1.62334 2.79191 1.45 -1.49 -1.80
H -0.25987 -1.12954 0.99505 -0.76 2.01 1.43
H -0.49603 -0.89804 2.82848 0.26 1.56 -2.24
H -2.47338 1.10355 1.96098 0.42 -2.47 -0.53
H -2.80433 -0.63987 2.60520 1.32 1.15 -2.04
H -2.65781 0.44059 -0.47913 -0.44 -2.32 1.41
H -2.66423 -1.49820 -0.09978 -0.64 2.14 0.75
H -4.72975 0.47998 -1.34684 -1.15 -0.60 0.75
H -1.22939 1.97110 0.17726 2.01 0.06 0.99
H 1.94490 1.48335 -1.80623 -0.67 -0.71 2.44
H -0.76185 -2.04753 -1.36920 1.47 0.81 -0.25
H -0.32486 -0.23076 -3.78202 -0.19 1.44 0.49
H 1.81325 -1.67096 0.44633 2.10 1.30 -1.06
H 3.57793 -1.38249 0.96987 -1.79 1.22 -1.64
H 2.26423 -1.55319 -3.02246 0.78 0.28 0.75
H 3.12050 -0.04707 -2.80038 0.08 -0.72 0.38
H 5.32349 -0.71980 -1.99804 -0.48 -0.45 1.24
H 5.28800 -0.86012 -0.27127 -0.16 -0.29 -1.33
H 2.50944 -3.35388 -0.74042 1.02 0.11 -0.51
H 4.23769 -3.47567 -0.90597 -1.16 0.77 -0.29
H 5.04420 1.16876 0.85238 -1.45 0.27 -0.15
H 3.57893 2.96578 0.61231 -0.06 -1.05 -0.12
C 0.68864 -5.61977 -3.35009 -0.32 0.52 1.05
C 0.27572 -4.95523 -2.04695 -2.24 3.60 7.07
N -0.06689 -4.40390 -0.96588 2.70 -4.36 -8.59
H 1.60949 -5.16468 -3.72515 -0.13 0.02 0.21
H 0.86012 -6.68730 -3.18613 -0.07 0.21 0.10
H -0.09976 -5.49646 -4.09763 0.04 0.04 0.23
C -6.45817 -0.00569 -4.29451 0.88 -0.80 0.01
C -5.19539 -0.84395 -4.18059 6.85 -4.51 0.64
N -4.14780 -1.53943 -4.08609 -8.25 5.57 -0.64
H -6.68708 0.45640 -3.33024 0.17 -0.17 -0.20
H -6.31762 0.78038 -5.04166 0.12 -0.17 0.19
H -7.29875 -0.63688 -4.59554 0.24 -0.06 0.04
C -6.61855 3.50034 -0.99447 0.59 -0.33 -0.98
C -5.88675 3.01981 -2.23698 3.97 -2.55 -6.65
N -5.27960 2.62111 -3.26774 -4.72 3.18 8.29
H -6.38850 4.55337 -0.81025 0.02 -0.17 -0.16
H -7.69790 3.39034 -1.13165 0.22 -0.04 -0.08
H -6.30792 2.91090 -0.12749 0.00 -0.02 -0.24
```
Forces are in eV/Å.

Properties
HOMO = -11.12 eV
Total energy = -77402.4066 eV
Total charge = +1
LUMO energy = -5.0 eV
Largest force on an atom = 10.056 eV/A